1.
The following is a quantum chemistry calculation of an isolated molecule of C6H12Si, from the Open Molecules 2025 dataset.

```
19
Properties=species:S:1:pos:R:3:forces:R:3
C 1.810328 0.082125 -0.628165 3.4 -2.3 -1.3
C 1.447191 1.260773 0.167575 -1.0 -0.7 2.2
C 1.267049 -1.278852 -0.025046 3.9 -3.1 1.3
C -0.051970 1.177776 0.411517 1.2 -2.7 -1.8
C -0.031091 -1.060333 0.541372 -2.6 2.8 -0.7
C -2.830070 0.055864 0.082343 -2.7 -2.5 -2.0
Si -1.134893 -0.008086 -0.531289 0.6 0.3 2.8
H 1.406703 0.050053 -1.680696 0.7 0.6 0.8
H 3.005083 0.142151 -0.569984 -2.4 -0.8 -1.1
H 1.996386 1.058443 1.172938 -0.8 1.1 -1.4
H 1.797568 2.166861 -0.338991 -0.1 0.0 0.3
H 1.304668 -2.167627 -0.786750 -0.3 1.9 0.7
H 1.950240 -1.870137 0.826748 -1.0 2.2 -1.8
H -0.365324 1.615805 1.289556 -1.0 0.9 1.9
H -0.334878 -1.341055 1.550088 0.1 -0.1 -0.4
H -3.387045 -0.910212 0.231088 1.3 0.2 0.6
H -3.037232 0.650980 0.885266 -0.3 1.6 2.3
H -3.575916 0.322728 -0.675481 0.5 1.0 -0.4
H -1.236795 0.052742 -1.922092 0.4 -0.3 -1.9
```
Positions in Å, forces in eV/Å.

Summary:
Energy relative to the best compared isomer or geometry (same formula, charge and spin) ... 91.30 kcal/mol
HOMO energy ... -7.71 eV
E_tot ... -14290.206 eV

***

2.
The following is a quantum chemistry calculation of a structure of composition C6H13AlNO3, from the Open Molecules 2025 dataset.

```
24
Properties=species:S:1:pos:R:3:forces:R:3
C -2.148090 0.570363 0.387133 0.1 0.1 -0.1
N -1.200799 -0.121326 1.255304 0.3 -0.2 0.3
C -1.719528 -0.352772 2.595872 -0.3 -0.1 -0.1
C -0.714133 -1.346757 0.661896 -0.3 0.2 -0.1
O -1.364865 -2.364124 0.753780 0.2 0.0 0.1
C 0.639437 -1.304527 0.010127 -0.1 0.0 -0.3
C 1.170554 0.018838 -0.546532 -0.1 -0.1 -0.1
C 0.703688 0.273084 -2.032499 0.0 -0.2 0.1
O 1.738908 0.814324 -2.790915 -0.1 0.2 0.0
Al 3.012125 1.319507 -1.638376 0.1 0.0 0.0
O 2.568448 0.010823 -0.497025 0.0 0.1 0.1
H -2.781027 1.206660 1.005967 0.0 0.1 0.0
H -2.798991 -0.130108 -0.153235 0.0 0.0 0.1
H -1.630183 1.204371 -0.333006 0.0 -0.1 0.0
H -1.730440 0.591806 3.142555 0.0 0.0 -0.1
H -2.732394 -0.781434 2.604097 0.1 0.0 0.0
H -1.063161 -1.039619 3.128393 0.0 0.0 0.0
H 0.639778 -2.071618 -0.768040 0.1 -0.1 0.1
H 1.349011 -1.639731 0.775795 0.0 0.1 0.1
H 0.773160 0.842713 0.065882 0.0 -0.1 0.1
H 0.358109 -0.674670 -2.483295 0.0 0.0 0.0
H -0.172175 0.945303 -1.997222 0.0 0.0 -0.1
H 2.569910 2.747819 -0.979550 0.1 0.0 0.0
H 4.532659 1.281075 -2.167104 0.0 0.0 0.0
```
Positions in Å, forces in eV/Å.

Summary:
Energy relative to the best compared isomer or geometry (same formula, charge and spin) ... 12.77 kcal/mol
Charge ... -1
HOMO energy ... -4.80 eV
E_tot ... -20665.104 eV

***

3.
The following is a quantum chemistry calculation of an isolated molecule of C6H13ClN2O2S, from the Open Molecules 2025 dataset.

```
25
Properties=species:S:1:pos:R:3:forces:R:3
C 1.067300 -0.765125 -0.235967 -0.5 -1.3 0.1
C 1.725837 -1.703554 -1.201929 -0.3 0.5 2.3
C -2.629338 -0.758883 0.287368 4.3 -0.7 0.0
C -0.928123 0.347505 1.862119 0.0 -1.4 0.1
C -1.372311 1.272980 -0.521701 -2.2 -0.4 0.5
C -1.268463 -0.002315 0.449870 0.1 0.5 -1.9
N -0.310535 1.834485 -1.235956 4.9 1.5 2.6
N 1.652358 0.007207 0.583237 -0.4 1.2 0.4
O 3.325294 1.639007 -0.394212 -0.5 -0.2 -0.1
O -0.244764 -0.930874 -0.236383 -0.7 0.5 0.5
S 3.069498 0.723769 0.702875 1.0 -0.2 0.3
Cl 4.418147 -0.957894 0.321435 0.1 0.0 0.1
H 1.034761 -1.847257 -1.927797 -1.8 -0.6 -2.6
H 1.976709 -2.652077 -0.786263 -0.1 -0.7 0.8
H 2.621456 -1.317280 -1.523785 1.9 1.0 -1.0
H -3.359907 -0.215108 0.767374 -1.7 1.1 1.1
H -2.697852 -0.643078 -0.781861 -0.9 -1.4 -0.3
H -2.413462 -1.730293 0.788395 -0.9 0.3 -0.9
H -0.212723 1.087868 1.961259 1.3 1.7 -0.1
H -0.516731 -0.469642 2.423672 0.3 -0.9 0.0
H -1.770076 0.614513 2.444550 -1.3 0.5 0.2
H -2.179975 1.076551 -1.310196 0.8 0.2 1.3
H -1.714215 2.088867 0.155946 -0.3 -0.6 -0.4
H 0.612697 1.928022 -0.598045 -2.9 0.2 -1.5
H 0.114406 1.372603 -1.994013 -0.3 -1.2 -1.3
```
Positions in Å, forces in eV/Å.

Summary:
Energy relative to the best compared isomer or geometry (same formula, charge and spin) ... 0.00 kcal/mol
HOMO energy ... -9.45 eV
E_tot ... -36863.700 eV

***

4.
The following is a quantum chemistry calculation of the ion C6H13F2NP with charge +1, from the Open Molecules 2025 dataset.

```
23
Properties=species:S:1:pos:R:3:forces:R:3
C -0.806980 -0.877065 -0.401059 1.5 -1.3 3.4
C 0.065805 1.360908 0.339148 0.5 0.4 1.7
C 0.631938 -1.374625 -0.069754 -0.2 5.5 -0.9
C 1.456246 0.652256 0.459921 -2.0 -3.3 -2.1
C 0.910396 -2.401679 0.896854 1.0 -1.6 -2.7
C -2.169990 1.081322 -0.728408 -3.9 0.2 2.5
N -0.793381 0.603478 -0.657506 -0.9 -0.7 1.5
F 1.243224 -1.594143 -1.273177 0.1 -0.2 -0.2
F 2.126448 0.475468 1.582508 -0.6 0.3 1.5
P 2.562201 1.166482 -0.922241 -0.7 0.6 -0.5
H -1.024541 -1.500128 -1.250285 -1.0 0.4 -0.6
H -1.458429 -1.083021 0.547777 0.9 0.5 -2.0
H -0.579020 1.663383 1.209124 0.9 -1.2 -0.3
H 0.339072 2.331324 -0.038858 -0.5 0.5 -1.0
H 0.055454 -2.928260 1.183346 -1.4 -1.2 0.2
H 1.365897 -2.112587 1.753158 1.5 1.4 2.7
H 1.647653 -3.020831 0.328158 -0.7 -0.2 0.9
H -2.714564 0.798966 0.277805 1.5 0.9 -1.5
H -2.316262 2.154186 -0.907484 0.7 -0.3 0.2
H -2.924380 0.585573 -1.371424 1.5 -0.3 -0.6
H -0.369623 0.774783 -1.513285 1.2 0.1 -2.4
H 3.676021 0.406747 -0.608142 0.3 -0.3 0.3
H 2.967104 2.371399 -0.273618 0.0 -0.3 -0.1
```
Positions in Å, forces in eV/Å.

Summary:
Energy relative to the best compared isomer or geometry (same formula, charge and spin) ... 45.89 kcal/mol
Charge ... +1
HOMO energy ... -12.72 eV
E_tot ... -22636.078 eV

***

5.
The following is a quantum chemistry calculation of an isolated molecule of C6H13FSi, from the Open Molecules 2025 dataset.

```
21
Properties=species:S:1:pos:R:3:forces:R:3
C 0.467226 2.059754 -1.276325 0.3 -1.9 0.3
C 0.445010 0.759071 -1.459814 -0.1 -1.3 -2.5
Si 0.236716 -0.738524 -0.383882 -3.5 -1.1 0.3
F 0.747349 -2.078859 -1.169454 0.1 0.9 0.4
C -2.036460 -1.138834 -0.055578 4.4 3.9 -2.2
C -2.736655 0.192000 0.093127 -0.9 -4.0 -1.4
C 1.061729 -0.556599 1.254843 3.0 -2.7 0.0
C 2.572126 -0.260005 1.069997 2.0 -1.4 1.2
H 0.427748 2.657510 -2.098600 0.0 1.9 -2.0
H 0.717834 2.466025 -0.385480 0.1 1.5 3.0
H 0.444763 0.603914 -2.578169 -0.4 -0.7 1.1
H -2.443521 -1.608752 -0.875786 -0.4 -1.4 -2.0
H -2.159641 -1.698583 0.761880 -0.2 -2.3 3.2
H -2.676598 0.485100 1.027897 0.7 2.0 4.6
H -2.450819 0.897628 -0.562157 1.0 2.5 -2.3
H -3.763184 -0.034585 -0.025778 -1.4 0.1 -0.4
H 0.739095 0.215837 1.875800 -1.3 0.8 1.2
H 1.181532 -1.581232 1.790645 -1.3 1.7 -0.7
H 2.992843 -0.580552 0.154830 0.1 -1.1 -1.4
H 2.947080 0.727829 1.015517 -0.4 1.6 0.5
H 3.285832 -0.788137 1.826477 -1.6 0.9 -0.9
```
Positions in Å, forces in eV/Å.

Summary:
Energy relative to the best compared isomer or geometry (same formula, charge and spin) ... 70.16 kcal/mol
HOMO energy ... -8.95 eV
E_tot ... -17026.742 eV

***

6.
The following is a quantum chemistry calculation of a structure of composition C6H13FeO4, from the Open Molecules 2025 dataset.

```
24
Properties=species:S:1:pos:R:3:forces:R:3
C 0.919535 1.042506 0.176782 -0.6 0.2 0.0
O 1.167865 -0.156834 0.823533 -0.3 1.3 0.4
H 0.476055 0.878295 -0.833017 -0.1 -0.1 0.5
H 0.304740 1.731115 0.794913 0.4 -0.4 -0.4
H 1.852321 1.562896 -0.141935 0.0 -0.4 0.5
O 2.433054 0.613346 -3.877610 -0.3 -0.2 -0.4
C 1.507628 -0.140916 -4.144890 -0.4 0.5 0.7
C 1.424929 -1.488624 -3.488940 -0.8 0.0 0.4
O 2.437306 -1.643257 -2.545443 1.8 -0.6 0.7
C 2.223388 -1.333490 -0.668839 -1.8 -2.6 -1.2
C 3.512668 -0.742414 -0.162563 -0.6 1.1 -0.7
O 3.913674 0.247806 -1.109501 -0.3 -0.2 0.5
C 4.682405 1.322502 -0.592454 0.2 0.5 0.5
Fe 4.051282 -0.472107 -3.016044 0.6 -0.3 -0.9
H 0.653462 0.203823 -4.754794 0.4 -0.1 -0.1
H 1.426145 -2.252238 -4.290654 0.2 0.0 0.4
H 0.424807 -1.568649 -3.019837 0.1 0.1 -0.2
H 2.059615 -2.287772 -0.146900 0.4 -0.2 -0.5
H 1.217149 -1.155868 -1.059980 0.9 1.6 0.6
H 4.301267 -1.488480 0.017838 -0.3 0.0 -0.4
H 3.312497 -0.254392 0.808557 0.0 -0.3 -0.3
H 4.847539 2.004925 -1.433152 0.3 -0.2 0.3
H 4.099664 1.837505 0.184996 0.1 0.0 -0.2
H 5.604844 0.938560 -0.133132 -0.1 0.3 -0.4
```
Positions in Å, forces in eV/Å.

Summary:
Energy relative to the best compared isomer or geometry (same formula, charge and spin) ... 76.87 kcal/mol
Charge ... +1
HOMO energy (spin up / spin down) ... -9.58 / -13.10 eV
E_tot ... -48995.450 eV
Multiplicity ... 7

***

7.
The following is a quantum chemistry calculation of an isolated molecule of C6H13N, from the Open Molecules 2025 dataset.

```
20
Properties=species:S:1:pos:R:3:forces:R:3
C -1.339724 1.747287 0.576383 -0.2 0.2 0.1
C -0.768279 0.363775 0.575813 -0.1 0.6 0.7
N -1.030339 -0.411921 -0.593811 1.8 0.1 -0.1
C -0.997279 -1.836139 -0.398984 0.6 -0.7 0.1
C 0.527292 0.108083 -0.047017 -2.2 -1.1 -2.2
C 1.425957 -0.874739 0.601597 0.8 2.0 1.2
C 1.213836 0.898102 -1.136475 -0.3 0.2 -0.2
H -2.399830 1.699820 0.829709 0.0 0.1 0.0
H -0.814720 2.358233 1.316861 -0.1 0.1 -0.1
H -1.247132 2.211851 -0.409718 0.0 -0.1 0.2
H -0.904413 -0.157292 1.531502 0.0 0.1 0.0
H -1.379627 -2.364123 -1.276493 -0.1 0.1 0.2
H 0.071821 -2.115105 -0.275316 -0.8 -0.7 -0.3
H -1.495251 -2.205278 0.512858 -0.2 0.2 -0.2
H 1.669812 0.157419 1.061417 1.9 -1.7 0.7
H 1.112003 -1.479634 1.455281 -0.3 0.1 -0.5
H 2.234342 -1.334371 0.005923 -0.4 0.5 0.3
H 0.646352 1.793868 -1.375626 0.0 0.0 -0.2
H 1.219227 0.240615 -2.009672 0.1 0.3 -0.1
H 2.255955 1.199558 -0.944241 -0.4 -0.2 0.3
```
Positions in Å, forces in eV/Å.

Summary:
Energy relative to the best compared isomer or geometry (same formula, charge and spin) ... 65.06 kcal/mol
HOMO energy ... -8.40 eV
E_tot ... -7920.012 eV

***

8.
The following is a quantum chemistry calculation of an isolated molecule of C6H13N, from the Open Molecules 2025 dataset.

```
20
Properties=species:S:1:pos:R:3:forces:R:3
C -1.056277 1.263481 -2.203011 2.4 -0.1 0.2
C -0.015153 0.408340 -2.040736 -0.2 1.3 0.8
C 1.014908 0.654624 -0.874906 -1.0 0.1 0.1
C 0.488499 1.139741 0.552999 1.7 2.8 0.0
C -0.254439 0.199947 1.465878 2.5 -1.0 1.4
N 0.366072 -1.195720 1.716518 2.3 0.6 -1.4
C -0.487565 -2.223989 1.079021 0.7 -1.0 1.1
H -1.899453 1.311475 -2.851200 -0.2 -0.8 -0.7
H -0.845875 2.227789 -1.760253 -0.6 0.1 0.8
H 0.248118 -0.463769 -2.650525 -0.8 0.1 0.3
H 1.880199 1.308584 -1.108555 -0.7 -0.1 -0.4
H 1.479013 -0.316481 -0.743491 0.1 -0.3 0.4
H -0.123770 2.198351 0.543204 1.5 -2.6 -0.3
H 1.492418 1.420648 1.071719 -1.6 -0.3 -0.6
H -0.440714 0.673553 2.454613 0.4 -0.1 -0.6
H -1.196838 0.070892 1.065511 -2.1 -0.7 -0.8
H 1.397984 -1.368490 1.366769 -2.8 1.3 0.9
H -1.053783 -2.628050 1.993362 0.2 -0.1 -2.0
H 0.098737 -3.082125 0.498009 -1.3 1.9 1.3
H -1.092073 -1.598804 0.425073 -0.7 -1.3 -0.5
```
Positions in Å, forces in eV/Å.

Summary:
Energy relative to the best compared isomer or geometry (same formula, charge and spin) ... 69.33 kcal/mol
HOMO energy ... -8.55 eV
E_tot ... -7919.827 eV

***

9.
The following is a quantum chemistry calculation of an isolated molecule of C6H13N, from the Open Molecules 2025 dataset.

```
20
Properties=species:S:1:pos:R:3:forces:R:3
C 0.261356 1.458307 -1.495267 1.9 -0.3 -1.2
C -0.093871 0.170025 -0.790673 -2.0 -1.7 -3.4
C -1.502189 0.339326 -0.082480 2.5 -2.7 0.8
C -1.022232 0.473252 1.406402 -0.5 1.2 -1.9
C 0.453500 0.008305 1.374095 0.3 -0.4 1.7
N 0.951980 -0.404294 0.062677 -2.2 0.8 -0.2
C 1.211787 -1.822007 -0.144062 -0.6 -0.8 1.8
H -0.102968 2.333310 -0.970010 0.2 0.3 -0.1
H 1.357669 1.434486 -1.625814 -0.1 0.6 0.7
H 0.037005 1.466625 -2.582476 -0.9 0.1 0.7
H -0.336848 -0.584346 -1.628806 0.8 0.9 1.0
H -2.037791 1.088490 -0.664359 -0.4 -0.1 0.7
H -1.932455 -0.701674 -0.083941 -0.3 1.2 -0.6
H -1.716487 -0.091183 2.040026 0.5 0.3 0.2
H -0.982844 1.535455 1.630973 -0.5 0.0 0.6
H 1.067469 0.834409 1.733928 0.1 -0.1 0.1
H 0.504044 -0.786299 2.109390 0.6 -0.4 0.1
H 0.937721 -2.422453 0.744527 -0.7 0.3 -0.1
H 0.684215 -2.308401 -0.979608 0.6 0.5 0.0
H 2.260935 -2.021329 -0.054514 0.9 0.0 -1.1
```
Positions in Å, forces in eV/Å.

Summary:
Energy relative to the best compared isomer or geometry (same formula, charge and spin) ... 36.88 kcal/mol
HOMO energy ... -8.50 eV
E_tot ... -7921.234 eV

***

10.
The following is a quantum chemistry calculation of an isolated molecule of C6H13N, from the Open Molecules 2025 dataset.

```
20
Properties=species:S:1:pos:R:3:forces:R:3
C 2.598453 -1.884439 -1.215014 -0.7 -0.5 1.0
C 1.467430 -1.654870 -0.250544 -0.2 -0.4 -0.6
C 0.555259 -0.713773 -0.406688 -1.2 0.1 0.3
C -0.684267 -0.605697 0.462315 -0.9 -0.3 -0.4
C -1.719211 0.399088 -0.050745 0.3 0.4 -1.0
C -1.337383 1.878442 0.030420 -1.0 -0.3 0.8
N -0.945582 2.197622 1.417217 1.1 0.2 -0.5
H 3.506896 -1.781333 -0.620373 0.4 0.5 -0.6
H 2.425437 -1.223226 -2.057283 0.8 0.2 -0.1
H 2.618286 -2.916429 -1.563626 -0.2 -0.1 -0.1
H 1.285723 -2.392317 0.528757 0.4 0.2 0.3
H 0.450153 -0.143179 -1.325043 0.7 0.3 0.0
H -1.213853 -1.552408 0.310508 0.2 -0.2 0.5
H -0.523087 -0.478199 1.536029 0.3 0.0 -0.2
H -1.879959 0.182681 -1.119475 0.0 0.0 0.1
H -2.702933 0.260598 0.392941 0.1 -0.1 0.4
H -2.272322 2.424631 -0.121168 0.2 0.2 -0.4
H -0.622090 2.132593 -0.755904 0.2 0.2 0.1
H 0.004045 1.837704 1.525912 -0.2 -0.2 0.3
H -0.784495 3.199168 1.499741 -0.3 0.0 0.0
```
Positions in Å, forces in eV/Å.

Summary:
Energy relative to the best compared isomer or geometry (same formula, charge and spin) ... 21.31 kcal/mol
HOMO energy ... -9.12 eV
E_tot ... -7921.909 eV